[1]
Density functional theory data (ωB97M-V with the def2-TZVPD basis set) for a molecular structure, C34H57FeN3O2Si in a non-equilibrium geometry.

Element x y z (Å)
Fe (-1.11, 0.69, 1.42)
Si (1.03, -2.00, 1.79)
O (2.40, -1.82, -2.04)
O (0.20, -2.03, -2.59)
N (-2.46, 1.55, 0.50)
N (-2.66, -0.94, 3.54)
N (-0.37, 2.16, 2.25)
C (-2.47, 1.49, -1.95)
C (0.61, -3.65, 1.00)
C (-1.13, 3.26, 2.51)
C (3.36, 2.30, 2.15)
C (-4.38, 3.05, 0.45)
C (-2.43, 3.42, 2.01)
C (3.69, 1.63, 3.33)
C (1.33, 1.51, 3.91)
C (-4.34, -0.69, 0.58)
C (0.08, -0.58, 1.07)
C (-3.80, -0.15, -0.70)
C (0.60, -2.07, 3.60)
C (3.36, -0.75, -1.89)
C (-2.01, -0.34, 2.74)
C (3.08, -3.10, -2.00)
C (-1.62, -3.55, -3.33)
C (-0.52, 4.33, 3.37)
C (-4.22, -0.71, -1.91)
C (2.67, 1.25, 4.21)
C (3.32, -3.48, -3.43)
C (-2.96, 0.95, -3.13)
C (2.02, 2.56, 1.82)
C (1.68, 3.32, 0.58)
C (-3.05, 2.65, 1.01)
C (-2.89, 0.93, -0.73)
C (2.78, 0.57, -1.50)
C (-0.14, -0.88, -3.44)
C (0.98, -0.73, -4.42)
C (-0.83, -2.99, -2.18)
C (-3.81, -0.16, -3.12)
C (0.28, 1.18, 4.92)
C (-1.54, 2.65, -1.98)
C (2.86, -1.64, 1.55)
C (1.00, 2.08, 2.67)
H (-0.62, 2.45, -1.39)
H (1.00, -4.43, 1.68)
H (3.57, 1.28, -1.71)
H (1.96, -0.63, -3.94)
H (1.89, 0.89, -2.03)
H (3.04, -0.62, 1.20)
H (1.03, -1.59, -5.10)
H (1.18, -2.27, -2.75)
H (2.91, 0.76, 5.15)
H (-1.23, 2.87, -3.00)
H (-2.65, 1.39, -4.08)
H (0.95, 4.12, 0.80)
H (3.31, -2.35, 0.84)
H (-2.34, -2.81, -3.71)
H (2.58, 3.79, 0.16)
H (1.30, -2.74, 4.12)
H (-2.18, -4.41, -2.98)
H (-0.10, 2.09, 5.40)
H (1.08, -3.78, 0.02)
H (3.33, -1.75, 2.54)
H (-3.68, -1.47, 0.98)
H (4.03, -2.97, -1.46)
H (-0.44, -2.42, 3.73)
H (-5.10, 2.23, 0.48)
H (3.67, -4.50, -3.52)
H (2.40, -3.37, -4.01)
H (-0.47, -3.79, 0.90)
H (2.45, -3.77, -1.43)
H (4.73, 1.40, 3.57)
H (-2.99, 4.28, 2.36)
H (-1.42, -2.43, -1.47)
H (-0.68, -1.10, 0.39)
H (-4.30, 3.39, -0.59)
H (-0.29, -3.77, -1.65)
H (-1.10, -1.07, -3.90)
H (-0.18, -0.06, -2.72)
H (3.89, -0.67, -2.86)
H (1.25, 2.68, -0.20)
H (4.07, -1.07, -1.10)
H (-0.58, 0.66, 4.49)
H (4.15, 2.64, 1.47)
H (2.58, 0.62, -0.44)
H (0.67, -1.06, 4.03)
H (-5.32, -1.15, 0.41)
H (-4.78, 3.88, 1.04)
H (4.07, -2.80, -3.86)
H (0.36, 4.80, 2.91)
H (-0.98, -3.86, -4.15)
H (0.72, 0.56, 5.71)
H (-1.25, 5.12, 3.56)
H (0.81, 0.16, -5.03)
H (-2.00, 3.57, -1.57)
H (-4.88, -1.56, -1.89)
H (-4.16, -0.60, -4.06)
H (-4.44, 0.08, 1.34)
H (0.76, -0.10, 0.31)
H (-0.20, 3.95, 4.35)

For the HOMO-LUMO gap (spin up / spin down), the calculation gives 0.288 / 0.293 Eh. As for the total charge: +1. The spin multiplicity is 6. The calculation puts the relative energy (zero: lowest compared OMol25 entry of this formula, charge and spin) at 20.66 kcal/mol. The HOMO energy (spin up / spin down) comes out at -0.35844 / -0.40191 hartree. For the calculated total energy, the calculation gives -3197.35658 hartree.

Mulliken analysis output, partial charges in e: Fe -0.421; Si 0.427; O -0.049; O 0.198; N 1.736; N -0.773; N 1.772; C 0.737; C -0.899; C 1.674; C -0.683; C -1.474; C -2.582; C -1.049; C 0.964; C -1.716; C 2.174; C 1.374; C -0.784; C -1.163; C -0.047; C -0.471; C -1.476; C -1.486; C -0.975; C -0.671; C -0.963; C -0.666; C 1.063; C -0.881; C 1.168; C -1.038; C 0.192; C 0.863; C -1.238; C 0.533; C -0.886; C -1.486; C -1.351; C -0.817; C -1.402; H 0.042; H 0.456; H 0.569; H 0.108; H -0.004; H -0.076; H 0.341; H 0.102; H 0.457; H 0.468; H 0.444; H 0.311; H 0.288; H 0.328; H 0.499; H 0.463; H 0.488; H 0.337; H -0.161; H 0.649; H 0.251; H 0.527; H 0.273; H 0.264; H 0.457; H 0.123; H 0.339; H 0.096; H 0.405; H 0.380; H -0.138; H -0.819; H 0.267; H 0.296; H 0.470; H -0.676; H 0.361; H -0.223; H 0.586; H 0.270; H 0.407; H -0.790; H -0.026; H 0.572; H 0.461; H 0.308; H 0.247; H 0.321; H 0.450; H 0.477; H 0.473; H 0.312; H 0.469; H 0.521; H 0.309; H -0.755; H 0.201


[2]
Density functional theory data (ωB97M-V with the def2-TZVPD basis set) for a molecular structure, C28H44As3N4O3S2Tl.

Element x y z (Å)
Tl (0.96, 0.02, 0.99)
As (-4.68, -0.54, 4.11)
As (-0.83, -2.08, 0.74)
As (-1.35, 1.45, 1.70)
S (5.23, 1.73, -0.87)
S (3.37, 0.30, 0.88)
O (0.63, -0.70, 3.13)
O (1.12, -0.90, 5.30)
O (1.16, -1.03, -1.18)
N (1.69, 1.84, 3.16)
N (1.32, 2.01, -0.87)
N (1.53, 1.07, 4.32)
N (2.67, 2.00, -1.20)
C (-4.96, -0.71, 0.58)
C (7.28, 0.11, -3.48)
C (-6.29, -1.57, 3.66)
C (1.28, -0.68, -2.43)
C (-1.60, 1.52, 3.63)
C (-1.43, 3.38, 1.36)
C (-3.54, -0.60, 1.16)
C (6.42, 0.24, -5.72)
C (1.07, 0.98, -4.22)
C (-3.50, -1.12, 2.60)
C (4.91, 0.19, -3.85)
C (-0.61, -3.35, -0.71)
C (5.99, 0.12, -2.97)
C (1.39, 0.02, -5.17)
C (1.09, -0.28, 4.26)
C (7.50, 0.17, -4.85)
C (-5.40, 1.24, 3.66)
C (-2.68, -1.53, 0.28)
C (1.04, 0.64, -2.88)
C (1.66, -1.28, -4.76)
C (0.57, 1.54, -1.80)
C (-0.98, -3.29, 2.26)
C (-3.12, 0.87, 1.04)
C (5.12, 0.25, -5.22)
C (3.52, 1.38, -0.49)
C (1.61, -1.63, -3.43)
C (5.75, 0.08, -1.49)
C (-0.92, 1.68, -1.71)
H (-0.71, 1.95, 4.08)
H (-0.80, 3.66, 0.52)
H (-2.48, -1.02, 2.98)
H (3.90, 0.22, -3.46)
H (4.95, -0.62, -1.24)
H (-1.86, -3.93, 2.17)
H (2.15, 1.24, 5.09)
H (-5.65, -0.02, 1.06)
H (-1.35, 0.73, -1.37)
H (-1.32, 1.85, -2.71)
H (-3.16, 1.18, -0.01)
H (-6.77, -1.24, 2.74)
H (-5.35, -1.72, 0.70)
H (-6.17, 1.44, 4.41)
H (1.92, -2.03, -5.50)
H (1.32, 2.77, 3.31)
H (1.43, 0.29, -6.22)
H (0.38, -3.79, -0.65)
H (0.86, 2.00, -4.52)
H (-1.23, 2.49, -1.05)
H (4.28, 0.31, -5.88)
H (-6.03, -2.62, 3.58)
H (1.82, -2.65, -3.11)
H (6.58, 0.29, -6.79)
H (-4.95, -0.48, -0.49)
H (-5.87, 1.30, 2.67)
H (-1.37, -4.13, -0.64)
H (-0.97, -2.73, 3.19)
H (8.51, 0.17, -5.24)
H (-4.64, 2.00, 3.75)
H (-0.08, -3.92, 2.24)
H (-2.46, 3.69, 1.19)
H (8.12, 0.06, -2.80)
H (-2.59, -1.12, -0.73)
H (-0.69, -2.82, -1.66)
H (2.67, 1.91, 2.88)
H (-3.69, -2.20, 2.58)
H (-2.47, 2.15, 3.85)
H (-1.06, 3.89, 2.25)
H (-3.22, -2.48, 0.17)
H (-7.01, -1.46, 4.48)
H (6.64, -0.23, -0.95)
H (-3.84, 1.49, 1.57)
H (-1.74, 0.54, 4.06)

For the HOMO-LUMO gap, the calculation gives 0.249 Eh. The calculation puts the relative energy (zero: lowest compared OMol25 entry of this formula, charge and spin) at 0.00 kcal/mol. The HOMO energy comes out at -0.27135 hartree. For the calculated total energy, the calculation gives -9214.17191 hartree.

Mulliken analysis output, partial charges in e: Tl 1.224; As 0.486; As 0.992; As 1.070; S -0.177; S -0.413; O -0.517; O -0.753; O -0.635; N -0.478; N -0.172; N -0.230; N -0.616; C -2.155; C -0.508; C -1.146; C 0.402; C -1.596; C -1.338; C 2.881; C -0.556; C 0.010; C -1.014; C 0.518; C -1.214; C -0.012; C -1.011; C 0.215; C -0.587; C -1.046; C -2.110; C 0.063; C -0.670; C 0.052; C -1.307; C -1.725; C -0.490; C 0.421; C -0.388; C -0.554; C -0.580; H 0.617; H 0.395; H -0.753; H 0.149; H 0.166; H 0.361; H 0.236; H 0.297; H -0.226; H 0.603; H 0.511; H 0.309; H 0.488; H 0.418; H 0.391; H 0.246; H 0.439; H 0.447; H 0.477; H 0.132; H 0.425; H 0.323; H 0.449; H 0.380; H 0.452; H 0.286; H 0.447; H 0.317; H 0.366; H 0.241; H 0.520; H 0.405; H 0.362; H 0.436; H 0.307; H 0.300; H 0.634; H 0.383; H 0.485; H 0.765; H 0.411; H 0.485; H 0.518; H 0.263


[3]
Density functional theory data (ωB97M-V with the def2-TZVPD basis set) for 10 unconnected molecules or ions with the total composition C52H48Br4N8O16 in a non-equilibrium geometry.

Element x y z (Å)
Br (-14.20, 1.81, 10.12)
Br (-22.18, -1.21, 9.37)
Br (-16.71, 5.62, 11.21)
Br (-17.90, 0.40, 10.64)
O (-12.77, 4.85, 12.22)
O (-18.21, 10.07, 15.54)
O (-18.86, 4.13, 18.44)
O (-17.45, 2.56, 7.91)
O (-16.90, 4.02, 6.45)
O (-6.53, 0.45, 11.51)
O (-11.31, 4.36, 13.72)
O (-6.57, 0.95, 13.59)
O (-17.28, 2.66, 18.99)
O (-17.22, -5.39, 9.30)
O (-16.81, 10.14, 17.16)
O (-15.43, 9.97, 5.87)
O (-13.66, 9.18, 4.85)
O (-15.40, -6.41, 8.69)
O (-12.14, 3.10, 6.14)
O (-13.43, 4.06, 7.56)
N (-16.83, 2.89, 6.95)
N (-12.96, 3.97, 6.43)
N (-7.10, 0.61, 12.55)
N (-17.76, 3.56, 18.24)
N (-11.66, 4.52, 12.53)
N (-17.07, 9.93, 15.97)
N (-14.40, 9.34, 5.86)
N (-16.03, -5.39, 8.96)
C (-14.19, 7.75, 13.80)
C (-8.42, 3.84, 10.89)
C (-20.71, -0.56, 10.54)
C (-16.04, 9.24, 15.17)
C (-11.43, 0.59, 12.30)
C (-14.44, 8.24, 9.49)
C (-8.80, 3.37, 9.59)
C (-10.65, 0.05, 11.34)
C (-13.39, 7.35, 9.51)
C (-16.85, 4.03, 17.16)
C (-15.48, 3.01, 11.07)
C (-15.37, 4.65, 15.03)
C (-15.37, 8.15, 13.15)
C (-12.96, 7.79, 7.17)
C (-16.65, 5.13, 15.10)
C (-14.01, 8.70, 7.13)
C (-10.71, 4.13, 11.49)
C (-8.57, 0.42, 12.53)
C (-13.57, 4.78, 5.30)
C (-9.22, -0.08, 11.49)
C (-15.60, 4.27, 10.26)
C (-19.52, -0.34, 9.63)
C (-14.78, 6.21, 3.27)
C (-15.96, -2.99, 9.46)
C (-10.79, 0.95, 13.49)
C (-15.35, -4.14, 8.91)
C (-9.39, 4.06, 11.80)
C (-14.81, 8.89, 8.32)
C (-15.14, 1.06, 4.12)
C (-16.28, 8.89, 13.82)
C (-11.14, 3.85, 10.19)
C (-14.74, 3.84, 16.01)
C (-13.35, -2.83, 8.55)
C (-16.16, 1.78, 6.21)
C (-9.39, 0.88, 13.59)
C (-15.67, 2.09, 4.92)
C (-15.38, -0.48, 6.00)
C (-13.04, 4.72, 4.06)
C (-10.17, 3.38, 9.29)
C (-14.99, -0.22, 4.62)
C (-14.85, 8.82, 15.81)
C (-14.65, 5.62, 5.59)
C (-14.01, -4.03, 8.45)
C (-15.32, -1.80, 9.52)
C (-15.96, 0.47, 6.75)
C (-13.61, 5.53, 3.05)
C (-17.36, 4.89, 16.25)
C (-15.32, 6.17, 4.56)
C (-15.52, 3.53, 17.07)
C (-12.75, 7.01, 8.29)
C (-14.03, -1.71, 9.05)
C (-13.90, 8.09, 15.12)
H (-15.72, 9.46, 8.37)
H (-12.18, 3.97, 9.95)
H (-17.01, 5.69, 14.25)
H (-15.57, 7.86, 12.13)
H (-15.73, -0.93, 10.01)
H (-14.90, 8.63, 10.38)
H (-19.67, 0.39, 8.84)
H (-16.07, 3.99, 9.31)
H (-8.87, 1.23, 14.46)
H (-15.25, -1.49, 6.36)
H (-14.66, 4.81, 10.12)
H (-13.55, -4.95, 8.12)
H (-12.96, 7.76, 15.53)
H (-16.38, 0.29, 7.73)
H (-9.09, 4.27, 12.82)
H (-14.89, 4.77, 14.07)
H (-7.38, 3.94, 11.14)
H (-16.40, 2.46, 11.30)
H (-15.67, 3.08, 4.50)
H (-14.64, -0.96, 3.92)
H (-11.11, -0.23, 10.40)
H (-15.04, 2.91, 17.82)
H (-16.22, 6.67, 4.88)
H (-10.52, 2.94, 8.37)
H (-11.99, 6.25, 8.34)
H (-13.45, -0.83, 9.31)
H (-18.33, 5.37, 16.29)
H (-13.19, 7.00, 10.51)
H (-14.82, 1.33, 3.13)
H (-14.65, 9.07, 16.84)
H (-20.52, -1.36, 11.26)
H (-13.19, 5.56, 2.06)
H (-12.16, 4.11, 3.94)
H (-8.59, -0.41, 10.67)
H (-8.04, 3.02, 8.91)
H (-11.33, 1.20, 14.40)
H (-19.17, -1.28, 9.19)
H (-15.27, 6.83, 2.53)
H (-16.98, -3.01, 9.83)
H (-12.46, 7.65, 6.23)
H (-13.70, 3.59, 15.88)
H (-15.10, 3.35, 12.04)
H (-15.07, 5.73, 6.58)
H (-17.17, 9.13, 13.26)
H (-12.29, -2.76, 8.35)
H (-12.50, 0.68, 12.18)
H (-21.00, 0.27, 11.19)
H (-13.59, 7.04, 13.26)

For the HOMO-LUMO gap (spin up / spin down), the calculation gives 0.237 / 0.090 Eh. As for the total charge: +1. The spin multiplicity is 2. The HOMO energy (spin up / spin down) comes out at -0.42541 / -0.42541 hartree. For the calculated total energy, the calculation gives -13947.09873 hartree.

Results of the Mulliken charge analysis, in e, for atoms 1 through 99: Br 0.056; Br -0.153; Br -0.083; Br -0.120; O -0.164; O -0.558; O -0.543; O -0.524; O -0.601; O -0.544; O -0.646; O -0.552; O -0.567; O -0.574; O -0.565; O -0.586; O -0.581; O -0.584; O -0.705; O 0.079; N 1.111; N 0.946; N 1.025; N 0.927; N 0.970; N 0.925; N 1.056; N 0.971; C -0.353; C -0.783; C -0.602; C -0.338; C -0.418; C -0.129; C -0.655; C -0.054; C -0.575; C -0.226; C -0.012; C 0.439; C 0.133; C -0.530; C -0.537; C -0.118; C -0.472; C -0.314; C -0.740; C -0.291; C 0.110; C -0.768; C -0.682; C -0.129; C -0.550; C -0.371; C -0.360; C -0.845; C -0.642; C -0.624; C 0.377; C -0.982; C -0.587; C -0.429; C -0.117; C -0.158; C -0.155; C -0.479; C -1.175; C -0.770; C -0.085; C 0.526; C -0.472; C 0.126; C -0.140; C -0.721; C -0.402; C -0.711; C -0.145; C 0.170; C 0.185; C -0.754; H 0.511; H 0.711; H 0.334; H 0.397; H 0.196; H 0.439; H 0.513; H 0.122; H 0.524; H 0.451; H -0.373; H 0.520; H 0.484; H 0.497; H 0.580; H 0.197; H 0.514; H 0.250; H 0.533